No. 1
The following is a quantum chemistry calculation of a structure of composition C29H43Br36O8P2S2, from the OMol25 dataset.

Each line ends with the Löwdin charge.
Element x y z (Å)
C 3.8612 5.7895 4.1790  -0.098
C 3.5386 4.8782 2.8819  -0.230
C 4.0262 3.4239 2.7193  -0.034
C 3.6731 2.6787 1.3836  -0.056
C 2.8128 3.3713 0.2679  -0.091
C 2.4663 2.5898 -1.1092  -0.316
C 2.7914 1.0046 -0.9991  -0.125
C 3.5512 3.1611 -2.1866  -0.088
C 2.2897 4.8414 0.4602  -0.155
O 1.5435 5.3766 -0.6164  -0.096
C 0.4301 6.1960 -0.2019  -0.123
C -0.9284 5.4027 0.1156  -0.341
O -1.2789 4.2583 -0.7190  -0.439
P -2.9227 3.9494 -0.1247  0.474
C -4.7819 3.4758 0.2065  -0.325
C -4.9756 2.5559 1.5094  -0.256
C -5.0582 0.9725 1.2174  -0.220
C -3.6261 0.2173 1.2825  -0.227
S -3.1514 -0.1899 -0.4733  0.705
O -3.6933 0.7914 -1.4828  -0.365
O -1.6524 -0.1918 -0.5756  -0.360
O -3.8594 -1.6799 -0.8308  -0.219
O -2.7985 4.7151 1.4703  -0.356
C -1.3969 5.1418 1.6351  -0.359
P -0.6910 3.6846 2.6270  0.442
O 0.5084 4.2244 3.7624  -0.275
O -1.9857 3.1056 3.6264  -0.296
S -0.1167 2.1615 1.5703  0.371
C 2.6895 5.5461 1.7715  -0.003
H 4.9777 5.6551 4.3852  0.072
H 3.5791 6.8781 3.9324  0.073
H 3.2686 5.4431 5.0891  0.072
H 4.6242 2.8838 3.5233  0.088
H 4.0670 1.6021 1.3035  0.005
H 1.3912 2.7885 -1.4286  0.133
H 2.6199 0.4987 -2.0120  0.017
H 3.9281 0.9241 -0.8017  0.021
H 2.2405 0.5077 -0.1335  0.081
H 3.4828 2.6437 -3.1999  0.076
H 4.5866 2.9856 -1.7066  0.002
H 3.4224 4.2988 -2.2253  0.081
H 0.1882 6.8814 -1.1016  0.144
H 0.6354 6.8999 0.6725  0.114
H -1.7258 6.1731 -0.2350  0.135
H -2.6779 2.6018 0.3125  -0.011
H -3.1082 3.3354 -1.4443  -0.146
H -3.5372 5.1029 -0.7906  0.024
H -5.3676 4.4550 0.4080  0.070
H -5.2087 2.9111 -0.6895  0.071
H -4.1982 2.7134 2.3303  0.089
H -5.9934 2.8571 1.9772  0.032
H -5.6154 0.8087 0.2328  0.104
H -5.6873 0.5199 2.0755  0.059
H -3.6262 -0.6967 1.9759  0.040
H -2.8560 0.9526 1.7347  0.067
H -4.6530 -1.4327 -1.3748  0.088
H -1.4202 6.0963 2.2679  0.134
H 0.5370 5.2004 3.5886  0.043
H -1.6654 2.2364 3.9793  0.018
H 2.3209 6.6253 1.9247  0.093
C 3.2823 -2.8925 -3.2357  -1.556
Br 3.6778 -4.0190 -4.7667  0.575
Br 4.3737 -1.2924 -3.2138  0.601
Br 1.3931 -2.4705 -3.1154  0.588
H 3.5376 -3.4649 -2.3449  -0.032
C 7.5342 1.8037 -0.5757  -1.555
Br 6.4165 0.8355 0.6815  0.633
Br 7.6213 0.9081 -2.2949  0.529
Br 6.9869 3.6556 -0.7506  0.621
H 8.5436 1.8088 -0.1673  -0.040
C -2.9730 3.4146 -5.0461  -1.584
Br -4.4239 4.6738 -5.3268  0.527
Br -2.1031 3.6874 -3.3339  0.731
Br -3.5598 1.5778 -5.2733  0.525
H -2.2309 3.6082 -5.8190  -0.038
C 1.1393 -0.9915 -6.9385  -1.617
Br 1.8950 -2.1002 -8.3404  0.534
Br 2.3072 0.4873 -6.4807  0.550
Br -0.6490 -0.3864 -7.3816  0.556
H 1.0534 -1.6160 -6.0500  -0.075
C -3.2984 -2.3975 5.0036  -1.580
Br -2.5310 -0.6216 4.8800  0.618
Br -3.6055 -2.9241 6.8452  0.560
Br -4.9057 -2.5662 3.9297  0.570
H -2.5665 -3.0905 4.5918  -0.022
C 3.0135 -7.7780 -5.4911  -1.609
Br 3.9539 -8.6314 -6.9576  0.562
Br 1.3647 -6.9447 -6.0791  0.551
Br 2.7145 -9.0010 -4.0151  0.557
H 3.6576 -6.9821 -5.1196  -0.075
C 10.5114 -2.0932 -0.8601  -1.608
Br 11.2097 -0.6604 0.2462  0.554
Br 8.7823 -2.7094 -0.2342  0.553
Br 10.4632 -1.5970 -2.7338  0.540
H 11.2006 -2.9309 -0.7694  -0.031
C -8.1143 2.0054 4.6581  -1.599
Br -8.6066 2.6365 2.8916  0.593
Br -7.3534 0.2220 4.5992  0.542
Br -6.9467 3.2558 5.5713  0.565
H -9.0315 1.9414 5.2408  -0.034
C -1.1848 -7.1799 -2.9340  -1.587
Br -0.4789 -5.3756 -3.0604  0.486
Br -1.4762 -7.7221 -1.0929  0.533
Br -2.7838 -7.4021 -4.0089  0.575
H -0.4283 -7.8472 -3.3464  -0.053
C -5.9758 -6.2450 2.7848  -1.597
Br -4.8156 -6.4267 1.2402  0.573
Br -7.6359 -7.2231 2.5601  0.566
Br -5.0682 -6.7333 4.4266  0.522
H -6.2356 -5.1906 2.8659  -0.063
C 2.5782 -7.2184 0.5623  -1.578
Br 2.6246 -9.1375 0.2831  0.529
Br 4.3327 -6.5042 0.9819  0.563
Br 1.7599 -6.2992 -0.9363  0.518
H 1.9452 -7.0386 1.4303  -0.024
C -2.1912 -9.0714 2.6796  -1.613
Br -1.6194 -7.6480 3.8671  0.532
Br -0.6837 -10.0939 2.0147  0.538
Br -3.5302 -10.2067 3.5041  0.555
H -2.6610 -8.5994 1.8175  -0.082

As for the LUMO energy: 0.83 eV. The calculation puts the energy at -2608917.5128 eV. Its spin multiplicity is 1. The net charge is -1. The calculation puts the HOMO energy at -4.078 eV. The largest force on an atom is 6.7 eV/A. The orbital gap is 4.9 eV.

***

No. 2
The following is a quantum chemistry calculation of an isolated molecule of C5H6O2, from the OMol25 dataset.

Each line ends with the Löwdin charge.
Element x y z (Å)
C 1.8840 0.5769 0.7111  -0.082
O 0.6529 -0.1105 0.6034  -0.145
C 0.4201 -0.5152 -0.6770  -0.195
C -0.8185 -0.5576 -1.1617  -0.100
C -2.0029 -0.2119 -0.3803  -0.090
C -1.9998 0.1258 0.9009  -0.173
O -2.1014 0.4277 2.0234  0.178
H 2.1039 0.7025 1.7709  0.093
H 2.6787 -0.0128 0.2349  0.087
H 1.8290 1.5545 0.2150  0.097
H 1.3016 -0.8284 -1.2331  0.117
H -0.9557 -0.8837 -2.1866  0.104
H -2.9918 -0.2673 -0.8209  0.110

As for the LUMO energy: 0.95 eV. The calculation puts the energy at -9375.2126 eV. Its spin multiplicity is 1. The SMILES is CO/C=C\C=C=O. The calculation puts the HOMO energy at -7.854 eV. The largest force on an atom is 1.1 eV/A. The orbital gap is 8.8 eV.

***

No. 3
The following is a quantum chemistry calculation of a cluster of 3 separate species, C5H11NO2 in total, from the OMol25 dataset.

Each line ends with the Löwdin charge.
Element x y z (Å)
C 0.9728 -0.2705 -1.9407  -0.084
C 0.3052 -0.8835 -0.7758  -0.336
C 0.3407 -2.2777 -0.4026  -0.041
C -0.4663 -2.2840 0.7228  -0.135
N -1.1648 -1.0598 0.9745  0.041
C -0.5556 -0.1861 0.0523  -0.107
H 1.6622 0.6175 -1.6292  0.110
H 1.4619 -1.0400 -2.5676  0.074
H 0.4378 0.0731 -2.7941  0.052
H 0.8023 -3.0205 -1.0974  0.120
H -0.5816 -3.1145 1.4098  0.094
H -1.6704 -0.7957 1.7877  0.125
H -1.0362 0.8272 0.0567  0.107
O 1.3422 1.4645 2.1451  -0.068
H 1.4964 0.9707 1.4222  -0.077
H 2.1427 2.1692 2.0885  0.129
O -1.8076 3.0506 -0.0864  0.034
H -2.4291 2.3947 0.1435  0.021
H -1.2526 3.3647 0.4909  -0.056

As for the LUMO energy: 0.69 eV. The calculation puts the energy at -10946.2357 eV. Its spin multiplicity is 1. The SMILES is Cc1cc[nH]c1.O.O. The calculation puts the HOMO energy at -8.057 eV. The largest force on an atom is 7.8 eV/A. The orbital gap is 8.7 eV.

***

No. 4
The following is a quantum chemistry calculation of a structure of composition C33H45MgN4O3SSb, from the OMol25 dataset.

Each line ends with the Löwdin charge.
Element x y z (Å)
Mg 0.0444 -1.4571 -1.0917  0.349
O -3.6745 2.3042 4.8336  0.155
C -2.5592 2.2119 4.1005  -0.479
O -1.6057 2.9007 4.3246  0.138
C -2.5173 1.1836 3.0000  -0.120
C -1.6688 1.4499 1.9322  0.012
C -1.4776 0.4971 0.9533  -0.028
C -2.1135 -0.7409 1.0328  -0.249
C -2.9797 -1.0023 2.0872  0.013
C -3.1848 -0.0341 3.0604  0.006
N -1.7269 -1.7007 0.0527  0.036
C -2.2557 -2.8514 -0.0677  -0.028
C -1.6565 -3.8231 -0.9958  -0.242
C -2.2152 -5.0716 -1.1764  0.029
C -1.5851 -5.9717 -2.0304  0.005
C -0.4185 -5.5871 -2.6621  0.002
C 0.0799 -4.3123 -2.4288  -0.084
N -0.5195 -3.4413 -1.6165  0.035
H -4.4070 1.8022 4.4513  0.119
H -1.1513 2.3999 1.9004  0.127
H -0.8178 0.7231 0.1212  0.080
H -3.4720 -1.9601 2.1958  0.117
H -3.8304 -0.2704 3.8986  0.131
H -3.1162 -3.1778 0.5119  0.143
H -3.1257 -5.3376 -0.6555  0.133
H -2.0018 -6.9574 -2.1902  0.132
H 0.1118 -6.2541 -3.3273  0.129
H 0.9926 -3.9830 -2.9093  0.120
C -0.0947 3.4741 -2.6527  -0.126
C 0.4794 2.4439 -3.6165  -0.540
C 1.9966 2.5509 -3.7323  -0.131
Sb -0.1308 0.4188 -3.2045  1.524
C -2.2269 0.3958 -3.7178  -0.547
C -2.7583 -1.0301 -3.8580  -0.137
C -3.0221 1.1340 -2.6413  -0.136
C 0.9795 -0.6056 -4.7512  -0.555
C 0.2506 -1.7677 -5.4156  -0.133
C 2.3033 -1.0577 -4.1353  -0.155
H 0.2090 4.4701 -2.9845  0.095
H 0.2922 3.3349 -1.6416  0.054
H -1.1841 3.4669 -2.6244  0.053
H 0.0326 2.5828 -4.6061  0.097
H 2.4839 2.3706 -2.7720  0.073
H 2.2552 3.5671 -4.0398  0.095
H 2.4139 1.8748 -4.4794  0.061
H -2.3157 0.9230 -4.6694  0.100
H -2.5457 -1.6240 -2.9603  0.050
H -2.3567 -1.5622 -4.7147  0.056
H -3.8459 -1.0059 -3.9644  0.092
H -2.9909 0.5871 -1.6940  0.059
H -4.0711 1.2003 -2.9400  0.093
H -2.6712 2.1485 -2.4522  0.052
H 1.1813 0.1635 -5.4993  0.091
H -0.1489 -2.4793 -4.6873  0.051
H 0.9458 -2.3141 -6.0586  0.091
H -0.5760 -1.4344 -6.0415  0.078
H 2.1477 -1.8010 -3.3426  0.049
H 2.8743 -0.2363 -3.6974  0.063
H 2.9353 -1.5316 -4.8902  0.094
C 2.0410 -0.6792 5.6622  -0.083
C 1.5193 -1.6949 4.6533  -0.220
C 0.6294 -1.0740 3.5867  -0.187
N 1.3552 -0.0939 2.7635  0.073
C 1.7766 -0.2589 1.5348  -0.718
S 1.6166 -1.7711 0.7037  0.700
N 2.3714 0.7686 0.8701  0.115
C 2.1918 2.1798 1.1090  -0.367
O 1.8474 2.8473 0.1706  0.127
C 2.4605 2.6903 2.4636  -0.184
C 1.7539 3.8098 2.9046  0.000
C 2.0213 4.3328 4.1571  -0.033
C 3.0119 3.7634 4.9490  -0.034
C 3.7350 2.6654 4.5000  -0.057
C 3.4544 2.1160 3.2597  -0.048
H 2.6263 -1.1688 6.4394  0.085
H 1.2202 -0.1479 6.1500  0.086
H 2.6914 0.0643 5.1939  0.050
H 0.9286 -2.4586 5.1637  0.119
H 2.3455 -2.2194 4.1658  0.116
H -0.2024 -0.5318 4.0416  0.125
H 0.2243 -1.8259 2.9168  0.080
H 1.5895 0.7840 3.2164  0.125
H 2.5570 0.5665 -0.1030  0.122
H 1.0058 4.2546 2.2616  0.126
H 1.4671 5.1894 4.5166  0.122
H 3.2270 4.1848 5.9226  0.120
H 4.5213 2.2435 5.1121  0.120
H 4.0230 1.2682 2.8942  0.128

As for the LUMO energy: -6.71 eV. The calculation puts the energy at -69862.1988 eV. Its spin multiplicity is 1. The net charge is +2. The calculation puts the HOMO energy at -14.212 eV. The largest force on an atom is 0.3 eV/A. The orbital gap is 7.5 eV.